# 1
Density functional theory data (ωB97M-V/def2-TZVPD) for a structure of composition C5H7N3O at a distorted geometry.

Calculated values
Spin multiplicity: 1
Energy above the lowest of the compared OMol25 structures with the same formula, charge and spin: 53.3 kcal/mol
Orbital gap: 9.34 eV

Cartesian coordinates (Å):
1 O 2.033 0.908 0.195
2 N -1.771 -0.227 -0.751
3 N -0.096 0.450 0.960
4 N 0.203 -1.146 -0.833
5 C -1.865 -1.153 -1.771
6 C -0.516 -0.306 -0.259
7 C 1.414 1.546 2.511
8 C 1.145 0.960 1.081
9 C -0.641 -1.656 -1.788
10 H -2.838 -1.360 -2.490
11 H 2.429 2.260 2.441
12 H 0.471 2.101 2.867
13 H 1.519 0.826 3.268
14 H -2.370 0.355 -0.488
15 H -0.849 1.167 1.183
16 H -0.203 -2.497 -2.616

# 2
Density functional theory data (ωB97M-V/def2-TZVPD) for a structure of composition C5H7N3O2 at a distorted geometry.

Calculated values
Spin multiplicity: 1
Energy above the lowest of the compared OMol25 structures with the same formula, charge and spin: 140.7 kcal/mol
Orbital gap: 9.55 eV

Cartesian coordinates (Å):
1 O 2.986 1.957 0.575
2 O 1.415 3.440 0.774
3 N 1.494 0.595 -1.347
4 N -0.296 1.947 -0.723
5 N 1.857 2.372 0.405
6 C 0.535 0.489 -2.212
7 C 0.545 0.177 1.265
8 C -0.535 1.319 -1.838
9 C -0.372 -0.945 0.899
10 C 0.908 1.350 -0.292
11 H -1.121 -0.637 0.187
12 H 0.054 -1.792 0.475
13 H 1.527 0.051 1.463
14 H 0.047 1.087 1.626
15 H -1.561 1.492 -2.199
16 H -0.869 -1.243 1.717
17 H 0.734 -0.209 -3.025

| no. | E_LUMO (eV) | molar mass (g mol⁻¹) | E (eV) |
| --- | --- | --- | --- |
| 1 | 0.425 | 125.1 | -11814.08021 |
| 2 | -0.954 | 141.1 | -13858.08695 |